{"formula": "C19H24N2O4S", "method": "ωB97M-V/def2-TZVPD", "elements": ["H", "H", "H", "H", "C", "S", "H", "O", "C", "C", "H", "C", "C", "C", "H", "H", "C", "H", "C", "C", "H", "N", "C", "H", "H", "O", "H", "H", "H", "C", "H", "C", "H", "H", "C", "H", "C", "N", "H", "C", "O", "O", "H", "C", "H", "H", "C", "H", "C", "C"], "xyz": [[-1.12499, 0.64111, -1.28730], [-4.77855, -4.38079, -0.77499], [0.75170, -0.68664, -0.46582], [3.98173, 1.32878, -0.40587], [-5.09568, -3.45227, -0.33351], [3.84012, -0.98007, 0.80087], [2.95631, 0.70242, -3.21705], [-4.22110, 1.41996, -1.23657], [-1.11596, 1.33175, -0.45983], [1.43472, 0.92254, -1.72431], [-5.73730, -1.11332, 0.66747], [2.54942, -0.12254, 1.75502], [2.84856, 1.18744, -2.24707], [-5.03321, -0.96921, -0.16006], [0.93200, 3.28402, 1.37623], [0.70872, 1.27717, -2.47003], [2.53941, -1.36298, -1.47293], [-3.30222, 2.74912, 1.70690], [-2.02402, -1.63163, 0.86289], [1.21945, -0.58205, -1.44583], [2.84368, -1.55926, -2.50614], [-3.89252, -0.19895, 0.30252], [-4.61527, -2.28931, -0.73010], [-0.38110, -2.95216, 0.08590], [2.33748, 0.83024, 1.28966], [3.64908, -2.38981, 0.98279], [-3.75960, -1.39422, 1.98764], [2.94988, 0.02036, 2.74972], [1.67160, -0.75409, 1.78510], [-3.56213, 0.95417, -0.32749], [0.54215, -1.00874, -2.18735], [-2.31543, 1.61868, 0.17810], [-5.51253, -0.36210, -0.93555], [-5.84072, -3.52385, 0.44258], [-1.14530, -2.32490, 0.43885], [2.98466, 2.26042, -2.38156], [-2.36060, 2.51955, 1.23131], [3.60529, -0.66783, -0.80622], [4.88882, 0.66057, -1.76519], [-3.09643, -0.78506, 1.36336], [5.09656, -0.39594, 1.15864], [1.29527, 1.71174, -0.55086], [2.43758, -2.31930, -0.95924], [0.01270, 2.82424, 1.04891], [-2.66285, 0.00800, 1.98158], [-3.86814, -2.23314, -1.50972], [-1.18772, 3.12017, 1.66033], [-1.21085, 3.82322, 2.47908], [3.90886, 0.67033, -1.27379], [0.05860, 1.93166, -0.02370]], "smiles": "C#CCN(CC=C)C(=O)c1cccc(OC2CCN(S(C)(=O)=O)CC2)c1", "lumo_ev": 0.56, "de_lowest_ev": 4.381}

***

{"formula": "C45H52AsDyNOS6Si", "method": "ωB97M-V/def2-TZVPD", "elements": ["C", "C", "H", "C", "C", "H", "C", "C", "H", "H", "H", "C", "S", "H", "C", "O", "H", "C", "S", "S", "H", "C", "N", "C", "H", "C", "C", "C", "H", "H", "S", "H", "H", "H", "H", "C", "H", "H", "H", "C", "H", "S", "C", "C", "H", "H", "C", "H", "H", "C", "As", "C", "H", "C", "H", "H", "H", "C", "H", "C", "C", "C", "C", "H", "H", "C", "H", "H", "C", "H", "C", "H", "H", "S", "H", "Dy", "H", "C", "H", "C", "H", "H", "H", "H", "C", "C", "C", "C", "C", "H", "H", "C", "C", "C", "H", "C", "C", "Si", "H", "C", "H", "C", "H", "H", "H", "H", "C", "H"], "xyz": [[9.92570, 15.34261, 11.35307], [8.22447, 13.11817, 11.81946], [15.78192, 13.25501, 13.32888], [9.10494, 10.02529, 12.97494], [7.63722, 10.20400, 7.46140], [18.29903, 17.87660, 12.48754], [9.29274, 9.90717, 11.57868], [20.60386, 10.91509, 10.74798], [19.68207, 10.63359, 10.25057], [15.96679, 6.43964, 10.75720], [14.66452, 12.48378, 15.39306], [14.21178, 14.22846, 9.47222], [13.60363, 16.87412, 10.01268], [17.62889, 9.83560, 8.56560], [8.55336, 9.72789, 6.51664], [15.66000, 10.58393, 9.86854], [8.38935, 16.40480, 12.57683], [23.00506, 11.60756, 11.95289], [13.43820, 13.77563, 10.93547], [15.58569, 16.00491, 7.99916], [10.59495, 9.77868, 5.85419], [8.76207, 15.45179, 12.07566], [16.82605, 11.43595, 12.85383], [20.02377, 15.77197, 14.56990], [8.72966, 9.02652, 14.85735], [9.10474, 7.63049, 13.29598], [20.70399, 12.18666, 11.35547], [15.06485, 11.74899, 14.65210], [16.95603, 12.71254, 14.56539], [23.89586, 11.76556, 12.61217], [14.76773, 9.61702, 8.95432], [8.11722, 9.23637, 5.63619], [14.22969, 11.58795, 13.93809], [9.03560, 6.77370, 13.95967], [14.66045, 18.30514, 11.65386], [15.46238, 10.45143, 15.35868], [20.28584, 13.67291, 14.32542], [6.98591, 14.46031, 12.85428], [16.52666, 6.65138, 9.00091], [18.72664, 15.79168, 12.06597], [8.99386, 11.03220, 13.40563], [17.06086, 13.87806, 6.41904], [9.42954, 12.93825, 11.03303], [8.10683, 10.61226, 8.71002], [15.37781, 9.98878, 12.76732], [14.21531, 7.88022, 10.45322], [16.10587, 7.13835, 9.87847], [19.42791, 17.88107, 14.69900], [15.42265, 16.63839, 11.66184], [10.18461, 14.08715, 10.72223], [10.31015, 11.26951, 10.59123], [16.18684, 12.38259, 13.88336], [10.67838, 16.15798, 11.19698], [9.42860, 8.58415, 11.09984], [18.00027, 14.10971, 9.56875], [18.60184, 12.02898, 13.76540], [16.86847, 9.28103, 12.39050], [15.80878, 14.33661, 7.41358], [9.74186, 8.36428, 10.04925], [16.43708, 9.96976, 13.10334], [15.79783, 9.26576, 7.48555], [9.23211, 7.46203, 11.86781], [9.45107, 10.77871, 8.87348], [7.44752, 10.76902, 9.55768], [17.65833, 9.81045, 14.90262], [7.90601, 14.36427, 12.30880], [17.90528, 9.44465, 6.88193], [14.18713, 7.25152, 8.80666], [15.00415, 17.43765, 11.00095], [17.61891, 8.17802, 8.07459], [18.24659, 11.73093, 12.77353], [21.56170, 9.07471, 10.23740], [9.19906, 6.47870, 11.37806], [14.58070, 13.22564, 8.16320], [10.94227, 14.02118, 9.92889], [15.87551, 12.45394, 10.84612], [15.81553, 17.79387, 10.33474], [18.04246, 13.11026, 10.03323], [15.48533, 10.10189, 6.86120], [14.79518, 7.77146, 9.55912], [18.34756, 12.37462, 9.27506], [18.38775, 15.75466, 11.03199], [6.55442, 10.22582, 7.16101], [11.40324, 10.68625, 8.10967], [14.40934, 15.62855, 9.18909], [16.60210, 9.68008, 14.55104], [19.25159, 14.59482, 12.64352], [18.81845, 16.96150, 12.84940], [9.92712, 9.99860, 6.69169], [16.80645, 7.95782, 10.15884], [18.76006, 10.80011, 12.57276], [17.28541, 9.16637, 7.78721], [19.87499, 14.59666, 13.88958], [19.48130, 16.97821, 14.08688], [22.12650, 13.53822, 12.40292], [10.37284, 10.54308, 7.92029], [21.67368, 10.03440, 10.74201], [19.10038, 13.04106, 11.58939], [20.34430, 15.76476, 15.67404], [22.90733, 10.36136, 11.32421], [14.50210, 9.88606, 15.38153], [8.96439, 8.88496, 13.80592], [15.36207, 8.40930, 7.00726], [23.66061, 9.60294, 11.43879], [7.57227, 12.25670, 11.99657], [16.43158, 8.59638, 14.74325], [21.94014, 12.52479, 11.96819], [15.82146, 10.60098, 16.41753]], "spin_multiplicity": 6, "lumo_ev": [-2.82, -2.79], "s2": 9.334, "de_lowest_ev": 2.804, "charge": 1}

***

{"formula": "C14H16", "method": "ωB97M-V/def2-TZVPD", "elements": ["C", "H", "H", "H", "H", "C", "H", "H", "H", "H", "C", "C", "H", "C", "H", "H", "C", "C", "H", "C", "H", "H", "H", "C", "C", "C", "H", "C", "C", "C"], "xyz": [[-4.81336, 0.50753, -0.06227], [1.70301, -3.05563, 2.65581], [3.78682, -0.47837, -1.67051], [-5.13354, 1.34807, 0.54581], [-3.86360, 2.10086, -2.13317], [3.59299, 0.61167, 0.14749], [-1.54592, 2.65075, -2.58287], [0.32742, -2.58767, 1.72001], [2.15832, -2.24848, -0.88901], [0.30404, 1.42293, -1.45192], [-1.05395, 0.21932, -0.29726], [-0.73157, 1.16108, -1.27451], [-4.82472, -0.37944, 0.56645], [1.41208, -2.76412, 1.65180], [1.70200, -0.14192, 2.80722], [-2.57593, -0.88855, 0.66669], [-3.40345, 0.68524, -0.56728], [-3.08781, 1.61954, -1.55007], [1.56285, -3.57110, 0.94434], [-2.37825, -0.11194, -0.07042], [-5.54633, 0.36251, -0.85774], [4.31451, 1.33360, -0.21030], [3.08602, 1.61629, 1.93442], [2.57456, -1.52033, -0.19076], [3.34700, -0.49232, -0.68580], [3.00156, 0.68688, 1.38238], [-0.22105, -0.14685, 0.29673], [2.21385, -0.37054, 1.87860], [-1.76084, 1.88373, -1.85076], [2.07191, -1.51070, 1.12130]], "smiles": "Cc1ccccc1.Cc1ccccc1", "lumo_ev": 0.95, "de_lowest_ev": 0.620}

***

{"formula": "C13H21BN2O12P", "method": "ωB97M-V/def2-TZVPD", "elements": ["H", "C", "H", "O", "O", "C", "C", "C", "H", "H", "H", "H", "P", "O", "O", "N", "H", "O", "N", "O", "H", "H", "H", "C", "C", "C", "O", "H", "O", "C", "H", "H", "H", "O", "C", "O", "O", "H", "H", "C", "B", "H", "H", "H", "H", "C", "C", "C", "O", "H"], "xyz": [[0.96107, 0.45358, 0.32348], [-3.43186, -1.60643, 1.34438], [1.35819, 3.09004, -4.62318], [2.00516, -4.32693, 0.48320], [0.80148, 6.32221, -0.88001], [-1.26201, 1.41758, 0.23936], [2.98022, -5.90625, 3.32467], [1.11441, 1.22856, -3.54952], [-0.97044, 2.48939, -0.06875], [2.69003, -5.85604, 4.37519], [-3.63782, -1.44512, 2.47612], [0.70125, 1.80382, -2.71900], [-0.15503, -2.31558, 1.24258], [0.72240, -2.19865, 2.52675], [-5.15454, -1.08898, -0.72415], [-2.61203, 0.91142, 0.50160], [-1.04646, 6.88563, -0.18031], [-6.01172, -2.08686, 1.38101], [-0.99168, -0.79935, 0.86029], [-0.08626, 0.05905, -6.49679], [-3.03769, -2.67429, 1.23990], [2.87147, 2.19667, -4.35072], [0.32866, 7.68249, 0.61719], [0.07081, 5.60412, 1.16407], [-2.41683, -0.46483, 0.88415], [0.47404, 0.63931, -5.61167], [1.58737, 1.40769, -5.77785], [0.91063, 5.71465, 1.85592], [0.07903, 0.61830, -4.30511], [0.86554, 4.96645, -0.83012], [-3.52131, 1.39140, 0.44161], [3.15229, -6.95188, 3.05340], [-4.56832, -1.54012, -1.38830], [1.34519, 4.27667, -1.68626], [4.15507, -5.03196, 3.01294], [3.91096, -4.63581, 1.66990], [1.95845, -5.37729, 2.49071], [5.10427, -5.56354, 3.09512], [-5.62732, -2.39133, 2.24454], [-0.17172, 0.34951, 0.44197], [-4.89410, -1.55909, 0.60829], [-0.84589, 5.46504, 1.73950], [1.76861, 0.44680, -3.15067], [4.19217, -4.13908, 3.64351], [0.72841, -2.62073, 0.13339], [2.57379, -4.74193, 1.45951], [1.80436, 2.09380, -4.55354], [-0.02885, 6.74238, 0.19469], [0.31461, 4.48562, 0.32000], [-1.05803, -3.42008, 1.50703]], "lumo_ev": -3.93, "charge": 1}

***

{"formula": "CHF3N3", "method": "ωB97M-V/def2-TZVPD", "elements": ["F", "N", "C", "H", "F", "N", "F", "N"], "xyz": [[2.48661, -0.19362, -0.83539], [1.02797, 1.54141, -0.78933], [-0.24447, 1.58385, -0.26027], [0.07726, -0.10398, 0.58464], [-1.24178, 2.38398, -0.46346], [-0.67053, 0.51867, 0.17918], [1.88774, 0.69449, 0.98577], [1.79102, 0.80240, -0.30138]], "smiles": "[H]/N=C(/F)N=[N+](F)F", "lumo_ev": [-9.07, -9.08], "de_lowest_ev": 3.130, "charge": 1}

***

Values for largest force on an atom, Eh/bohr, ordered as above
0.020 0.099 0.032 0.132 0.094